69
Properties=species:S:1:pos:R:3 method="wB97M-V/def2-TZVPD" molar_mass_g_mol=737.37 relative_energy_kcal_mol=1.51 charge=+1 gap_ev=6.92 max_force_ev_per_a=0.6
W -0.041 -0.113 0.160
C -0.543 2.856 1.768
N -0.362 1.455 2.152
C -1.391 0.900 3.030
C -2.411 0.235 2.159
N -2.104 -0.208 0.959
C -3.243 -0.844 0.472
C -3.458 -1.500 -0.736
C -4.710 -2.042 -0.938
C -5.723 -1.936 0.027
C -5.518 -1.288 1.230
C -4.253 -0.750 1.430
N -3.684 -0.056 2.493
C -0.386 2.982 0.289
N -0.628 1.982 -0.530
C -0.448 2.499 -1.816
C -0.635 1.912 -3.062
C -0.413 2.700 -4.173
C -0.013 4.040 -4.059
C 0.163 4.642 -2.829
C -0.070 3.845 -1.716
N -0.026 4.104 -0.349
H 0.134 3.527 2.301
H -1.561 3.173 2.016
H 0.558 1.320 2.555
H -1.854 1.642 3.690
H -0.929 0.139 3.664
H -2.665 -1.578 -1.470
H -4.923 -2.564 -1.861
H -6.689 -2.376 -0.176
H -6.301 -1.213 1.972
H -4.129 0.169 3.368
H -0.946 0.880 -3.143
H -0.550 2.277 -5.159
H 0.151 4.618 -4.958
H 0.458 5.679 -2.743
H 0.165 4.992 0.086
Br -0.078 -2.547 1.063
C 1.410 -2.521 2.264
C 1.702 -3.591 3.050
C 2.834 -3.521 3.887
C 3.616 -2.402 3.883
C 3.312 -1.296 3.049
C 4.138 -0.148 3.034
C 3.830 0.894 2.210
C 2.684 0.836 1.386
C 1.815 -0.238 1.346
C 2.167 -1.336 2.208
H 1.085 -4.480 3.035
H 3.079 -4.361 4.522
H 4.493 -2.343 4.516
H 5.012 -0.118 3.672
H 4.467 1.769 2.179
H 2.491 1.687 0.737
C 2.095 -0.444 -3.454
C 1.225 -1.393 -2.625
C 2.101 -2.547 -2.106
C 0.094 -1.969 -3.480
C 0.652 -0.706 -1.422
H 2.530 -0.978 -4.301
H 2.916 -0.047 -2.852
H 1.519 0.396 -3.842
H 2.552 -3.081 -2.945
H 1.509 -3.255 -1.526
H 2.902 -2.165 -1.470
H 0.506 -2.546 -4.311
H -0.534 -1.183 -3.901
H -0.539 -2.632 -2.887
H 1.396 0.166 -1.025

=====

23
Properties=species:S:1:pos:R:3 method="wB97M-V/def2-TZVPD" molar_mass_g_mol=168.26 relative_energy_kcal_mol=52.16 gap_ev=8.98 max_force_ev_per_a=4.6
C -1.046 -1.812 -1.335
C -1.425 -0.529 -0.511
C -1.279 0.708 -1.125
C -1.799 1.839 -0.495
C -2.002 1.800 0.913
C -1.829 0.588 1.531
C -1.669 -0.585 0.832
H -1.519 -2.605 -0.910
H -0.050 -1.840 -1.524
H -1.450 -1.823 -2.261
H -0.884 0.654 -2.164
H -1.758 2.807 -1.142
H -2.265 2.589 1.586
H -1.814 0.469 2.680
H -1.666 -1.476 1.294
C 2.921 -1.489 0.939
C 3.109 -0.417 0.197
S 1.770 0.687 -0.017
O 2.698 1.992 -0.478
H 3.539 -2.375 0.828
H 2.075 -1.508 1.655
H 3.814 -0.404 -0.526
H 2.528 2.729 0.035

=====

76
Properties=species:S:1:pos:R:3 method="wB97M-V/def2-TZVPD" molar_mass_g_mol=571.53 relative_energy_kcal_mol=174.49 gap_ev=8.78 max_force_ev_per_a=6.6
C -3.989 2.318 1.169
C -2.654 1.368 1.244
O -1.724 1.776 0.180
C -2.997 -0.234 1.290
N -3.497 -0.820 -0.013
C -2.520 -1.855 -0.578
C -1.379 -0.994 -1.433
O -0.517 -1.837 -2.276
C 0.752 -1.109 -2.595
Br 0.992 -1.536 -4.565
O 0.654 0.384 -2.663
S 2.210 1.066 -2.384
O 2.534 1.669 -3.786
O 2.386 1.966 -1.121
O 3.014 -0.393 -1.921
C 2.119 -1.577 -1.752
C 1.850 -1.562 -0.136
C 2.948 -2.384 0.763
C 2.238 -2.829 2.196
C 2.045 -1.590 3.256
N 0.777 -0.784 3.065
H -4.790 1.937 0.405
H -3.613 3.418 0.896
H -4.454 2.331 2.268
H -2.116 1.625 2.273
H -2.203 2.103 -0.637
H -2.067 -0.775 1.753
H -3.879 -0.364 2.082
H -4.421 -1.325 0.107
H -3.040 -2.692 -1.212
H -1.910 -2.389 0.295
H -1.929 -0.216 -2.116
H -0.689 -0.494 -0.604
H 2.566 -2.624 -2.045
H 1.901 -0.429 0.234
H 0.771 -1.993 0.067
H 3.201 -3.410 0.212
H 3.954 -1.785 0.933
H 1.171 -3.274 1.991
H 2.946 -3.640 2.706
H 2.990 -0.870 3.333
H 1.961 -2.090 4.336
H 0.896 0.066 3.693
H 0.692 -0.378 2.108
C 7.398 2.460 -5.661
O 6.257 1.642 -5.894
C 5.031 2.340 -5.651
C 4.395 2.826 -6.958
O 5.207 3.818 -7.595
C 5.988 3.278 -8.655
H 8.264 1.980 -6.128
H 7.285 3.457 -6.090
H 7.579 2.540 -4.585
H 5.189 3.173 -4.955
H 4.349 1.629 -5.173
H 3.436 3.299 -6.726
H 4.199 1.988 -7.638
H 5.355 3.128 -9.533
H 6.462 2.332 -8.381
H 6.772 3.999 -8.905
C -6.848 -0.485 7.248
O -6.230 -1.762 7.126
C -6.227 -2.235 5.776
C -4.866 -2.009 5.106
O -4.587 -0.614 4.956
C -3.710 -0.126 5.965
H -6.569 -0.062 8.218
H -6.527 0.204 6.466
H -7.935 -0.599 7.215
H -7.034 -1.770 5.198
H -6.422 -3.312 5.815
H -4.896 -2.439 4.100
H -4.064 -2.509 5.661
H -2.686 -0.430 5.735
H -3.983 -0.485 6.960
H -3.761 0.967 5.965

=====

21
Properties=species:S:1:pos:R:3 method="wB97M-V/def2-TZVPD" molar_mass_g_mol=207.23 relative_energy_kcal_mol=100.42 charge=-1 gap_ev="6.38 / 6.22" max_force_ev_per_a=2.9
C 3.366 0.248 0.562
C 2.904 1.533 0.250
C 2.515 -0.813 0.597
C 1.550 1.726 0.038
C 1.101 -0.647 0.321
C 0.617 0.708 0.108
C 0.408 -1.773 0.238
C -0.804 1.070 -0.056
C -1.818 0.373 0.592
C -3.237 -1.181 -1.069
O -0.106 -2.834 0.163
O -1.112 2.181 -0.584
O -4.374 0.041 1.007
S -3.418 0.402 -0.067
H 4.419 0.093 0.771
H 3.595 2.363 0.212
H 2.867 -1.810 0.822
H 1.165 2.716 -0.162
H -2.272 -1.180 -1.562
H -4.042 -1.200 -1.798
H -3.324 -2.017 -0.384

=====

87
Properties=species:S:1:pos:R:3 method="wB97M-V/def2-TZVPD" molar_mass_g_mol=565.15 gap_ev=8.46 max_force_ev_per_a=1.9
C 4.464 0.257 -1.685
C 4.142 -0.224 -0.233
C 2.861 -1.020 -0.220
C 1.581 -0.389 -0.338
C 1.580 1.117 -0.507
C 0.450 -1.122 -0.304
C -0.939 -0.511 -0.392
C -1.235 0.375 -1.641
C -2.232 1.501 -1.259
C -1.560 2.799 -0.743
C -1.526 2.954 0.801
N -2.722 2.489 1.520
C 0.539 -2.533 -0.177
N -0.621 -3.259 -0.184
C -0.496 -4.545 -0.033
C -1.747 -5.414 -0.024
C -2.997 -4.608 -0.366
C -3.486 -3.724 0.773
O -4.020 -5.547 -0.732
C 0.787 -5.158 0.124
C 0.859 -6.664 0.343
C 0.592 -6.938 1.864
C 1.741 -7.677 2.543
Cl 3.292 -6.785 2.402
N 1.918 -4.516 0.097
C 1.758 -3.166 -0.058
C 2.904 -2.355 -0.070
O 4.142 -2.978 0.080
N 4.642 -3.397 -1.229
O 4.706 -4.552 -1.282
H 4.329 1.338 -1.744
H 3.719 -0.194 -2.342
H 5.462 -0.063 -1.976
H 4.957 -0.808 0.186
H 4.011 0.621 0.446
H 1.558 1.330 -1.577
H 0.691 1.491 -0.007
H 2.457 1.585 -0.074
H -1.730 -1.252 -0.328
H -1.060 0.137 0.489
H -0.347 0.757 -2.133
H -1.791 -0.262 -2.337
H -2.794 1.760 -2.171
H -2.977 1.099 -0.570
H -2.136 3.643 -1.135
H -0.543 2.929 -1.117
H -1.445 4.029 1.003
H -0.659 2.487 1.275
H -3.542 2.467 0.932
H -2.544 1.586 1.934
H -1.860 -5.866 0.966
H -1.629 -6.166 -0.807
H -2.763 -4.006 -1.251
H -3.915 -4.369 1.549
H -4.259 -3.020 0.453
H -2.674 -3.173 1.247
H -4.814 -5.019 -0.871
H 0.136 -7.181 -0.281
H 1.885 -6.948 0.114
H 0.423 -6.007 2.405
H -0.276 -7.601 1.921
H 1.849 -8.710 2.215
H 1.532 -7.716 3.613
C -3.471 3.676 -4.126
O -2.083 3.970 -4.157
H -3.866 3.962 -3.154
H -3.993 4.231 -4.909
H -3.624 2.603 -4.276
H -1.745 3.712 -5.019
C -0.324 6.360 -0.781
O -1.569 6.784 -0.240
H -0.425 6.284 -1.861
H 0.458 7.086 -0.539
H -0.057 5.382 -0.371
H -1.459 6.842 0.716
C -1.942 6.853 4.056
O -0.793 6.953 3.215
H -2.808 6.670 3.425
H -1.830 6.023 4.757
H -2.091 7.782 4.610
H -0.035 7.113 3.782
C 3.929 3.907 1.283
O 3.384 3.985 -0.031
H 3.782 2.894 1.652
H 4.999 4.130 1.268
H 3.420 4.607 1.950
H 3.518 4.883 -0.346

=====

65
Properties=species:S:1:pos:R:3 method="wB97M-V/def2-TZVPD" molar_mass_g_mol=464.92 relative_energy_kcal_mol=30.55 charge=-1 gap_ev=9.58 max_force_ev_per_a=3.0
Cl 0.259 0.099 0.703
O 0.391 1.453 1.232
O 0.694 0.045 -0.649
O 1.094 -0.746 1.561
O -1.130 -0.325 0.813
C -4.036 -2.708 -0.467
C -5.218 -2.228 0.374
O -5.614 -2.913 1.319
N -5.858 -1.110 0.035
C -5.688 -0.271 -1.160
H -4.337 -2.421 -1.481
H -3.897 -3.781 -0.417
H -3.101 -2.187 -0.261
H -6.700 -0.985 0.578
H -6.348 0.590 -1.170
H -6.008 -0.879 -2.012
H -4.649 -0.005 -1.333
C 1.109 6.387 -2.177
C 1.990 6.598 -1.003
O 2.592 7.661 -0.841
N 2.222 5.582 -0.139
C 1.511 4.313 -0.077
H 1.772 6.390 -3.048
H 0.439 7.234 -2.315
H 0.548 5.460 -2.264
H 2.865 5.910 0.567
H 2.057 3.499 -0.552
H 0.500 4.231 -0.472
H 1.314 4.142 0.982
C 0.864 -5.298 1.398
C -0.149 -5.609 2.510
O -0.495 -6.759 2.725
N -0.666 -4.573 3.217
C -0.757 -3.203 2.795
H 0.621 -5.839 0.487
H 1.825 -5.653 1.773
H 0.968 -4.246 1.138
H -1.208 -4.817 4.028
H -1.722 -2.739 3.021
H -0.683 -2.910 1.749
H 0.010 -2.696 3.393
C -1.843 2.683 -2.110
C -1.474 2.469 -3.559
O -2.363 2.435 -4.427
N -0.216 2.290 -3.927
C 1.034 2.344 -3.195
H -1.162 3.458 -1.739
H -1.648 1.775 -1.539
H -2.830 3.117 -2.006
H -0.078 2.217 -4.922
H 1.036 1.801 -2.248
H 1.344 3.374 -3.003
H 1.782 1.825 -3.792
C 4.279 -1.008 0.226
C 4.683 -1.841 1.426
O 5.868 -2.074 1.667
N 3.669 -2.252 2.208
C 3.766 -3.110 3.356
H 3.378 -1.420 -0.224
H 5.085 -0.849 -0.480
H 4.045 -0.048 0.697
H 2.770 -1.900 1.909
H 4.773 -3.152 3.777
H 3.547 -4.166 3.185
H 3.177 -2.667 4.159

=====

16
Properties=species:S:1:pos:R:3 method="wB97M-V/def2-TZVPD" molar_mass_g_mol=60.14 relative_energy_kcal_mol=20.07 gap_ev=12.49 max_force_ev_per_a=2.4
C -0.973 1.349 -1.006
C -2.021 0.386 -0.423
H -1.107 2.384 -1.329
H -0.121 1.432 -0.322
H -0.488 0.918 -1.880
H -2.780 0.954 0.124
H -1.569 -0.234 0.332
H -2.546 -0.180 -1.183
C 2.079 -0.358 0.587
C 0.791 -1.234 0.881
H 2.260 -0.524 -0.477
H 1.936 0.670 0.884
H 2.928 -0.894 1.015
H 1.203 -1.996 1.536
H 0.525 -1.882 0.033
H -0.117 -0.792 1.227

=====

32
Properties=species:S:1:pos:R:3 method="wB97M-V/def2-TZVPD" molar_mass_g_mol=243.19 relative_energy_kcal_mol=12.67 gap_ev="8.13 / 8.04" max_force_ev_per_a=4.2
C 0.213 -1.823 0.223
C 0.727 -2.982 -0.045
C 0.142 0.983 1.703
C 1.602 0.671 1.768
C -0.336 0.610 0.219
C 1.856 0.187 0.419
C -0.927 -0.859 0.067
C 1.001 0.909 -0.558
C -1.881 -1.100 1.232
C -1.656 -0.924 -1.257
C 1.293 0.413 -1.948
C 1.239 2.519 -0.483
Br 3.645 -0.436 -0.049
H 0.174 -3.845 -0.445
H 1.797 -3.245 0.095
H -0.372 0.534 2.571
H 0.050 2.057 1.841
H 2.239 1.555 1.887
H 1.954 -0.151 2.455
H -1.079 1.400 0.018
H -1.202 -1.400 2.117
H -2.611 -1.919 1.178
H -2.374 -0.180 1.503
H -2.641 -0.639 -1.020
H -1.569 -1.891 -1.685
H -1.320 -0.142 -1.987
H 2.227 0.817 -2.299
H 0.571 1.021 -2.545
H 0.991 -0.585 -2.062
H 0.770 3.117 -1.292
H 2.301 2.537 -0.569
H 1.011 2.877 0.482

=====

12
Properties=species:S:1:pos:R:3 method="wB97M-V/def2-TZVPD" molar_mass_g_mol=144.22 relative_energy_kcal_mol=49.60 gap_ev=6.70 max_force_ev_per_a=2.4
S -1.901 -1.339 0.003
N -0.908 -0.022 -0.054
S -1.455 1.551 0.031
C 0.460 -0.151 -0.016
C 1.284 -1.239 0.006
C 2.634 -0.796 0.063
C 2.610 0.601 -0.044
N 1.324 0.951 -0.033
H 0.913 -2.242 -0.106
H 3.530 -1.396 0.136
H 3.361 1.351 0.036
H 1.042 1.903 -0.049

=====

49
Properties=species:S:1:pos:R:3 method="wB97M-V/def2-TZVPD" multiplicity=6 molar_mass_g_mol=390.30 gap_ev="6.21 / 6.57" max_force_ev_per_a=6.1
O -1.297 4.482 -2.116
H -1.346 5.419 -1.855
Mn -0.229 -0.103 0.002
N 0.892 -1.360 -0.992
N -0.883 0.082 -1.753
N 0.582 -0.438 1.755
N -1.074 1.211 1.037
O 1.818 -2.097 -0.445
O 1.388 -1.506 2.121
O -1.942 2.199 0.608
O -1.825 0.910 -1.926
C -0.453 -0.771 -2.740
C 0.581 -1.626 -2.290
C -0.048 0.125 2.807
C -1.040 1.058 2.375
C 1.201 -2.736 -3.045
H 1.082 -3.706 -2.523
H 2.282 -2.548 -3.186
H 0.724 -2.809 -4.042
C -1.122 -0.771 -4.056
H -1.067 0.233 -4.512
H -2.188 -1.034 -3.938
H -0.635 -1.505 -4.714
C 0.177 -0.196 4.237
C -1.928 1.778 3.312
H 1.172 -0.627 4.381
H -0.582 -0.893 4.638
H 0.085 0.729 4.832
H -2.839 2.124 2.816
H -1.405 2.645 3.751
H -2.197 1.125 4.160
H 1.740 -1.828 1.235
H -1.948 2.094 -0.392
C -0.031 3.978 -1.729
H 0.052 3.025 -2.265
H -0.062 3.699 -0.669
H 0.812 4.640 -1.945
O 2.092 1.066 -0.089
H 1.970 0.693 0.835
H 2.291 0.204 -0.549
C -1.445 -4.475 1.627
C -2.547 -3.658 0.918
C -2.038 -2.375 0.557
N -1.619 -1.339 0.241
H -0.560 -4.575 0.973
H -1.806 -5.474 1.885
H -1.120 -3.967 2.551
H -2.883 -4.129 -0.022
H -3.419 -3.469 1.565